Entry 1:
Here is C25H21AuN4OS2 as an isolated structure in a non-equilibrium geometry from the OMol25 dataset. Energies are from wB97M-V/def2-TZVPD.

Computed properties:
Charge: +2
Orbital gap (alpha / beta) (eV): 6.0 / 6.0
E_LUMO (alpha / beta) (eV): -8.622 / -8.622
2S+1: 1

CARTESIAN COORDINATES (ANGSTROEM)
Au  -2.058  0.833  -1.141
N  0.246  4.124  -2.628
C  -0.319  2.962  -2.308
S  -1.884  3.061  -1.497
N  0.281  1.852  -2.619
N  -0.326  0.735  -2.230
C  0.196  -0.456  -2.301
C  1.565  -0.689  -2.785
C  2.030  -0.074  -3.948
C  3.315  -0.334  -4.390
C  4.147  -1.177  -3.663
C  3.693  -1.775  -2.495
C  2.401  -1.539  -2.058
C  -0.681  -1.567  -1.884
C  -0.401  -2.897  -2.099
C  -1.323  -3.856  -1.682
C  -2.521  -3.460  -1.118
C  -2.772  -2.104  -0.979
N  -1.859  -1.201  -1.335
H  -0.215  4.999  -2.443
H  1.125  4.137  -3.120
H  1.380  0.566  -4.526
H  3.668  0.117  -5.308
H  5.154  -1.370  -4.009
H  4.345  -2.426  -1.927
H  2.057  -1.986  -1.133
H  0.505  -3.182  -2.613
H  -1.102  -4.907  -1.816
H  -3.261  -4.177  -0.792
H  -3.705  -1.729  -0.578
O  -2.564  0.475  0.929
S  -1.558  -0.343  1.795
C  -1.964  0.098  3.442
C  -2.447  1.365  3.748
C  -2.714  1.659  5.073
C  -2.511  0.695  6.058
C  -2.043  -0.568  5.729
C  -1.773  -0.883  4.404
C  0.005  0.461  1.550
C  1.147  -0.326  1.586
C  2.381  0.270  1.359
C  2.456  1.630  1.094
C  1.301  2.407  1.060
C  0.064  1.826  1.286
H  -2.628  2.095  2.970
H  -3.084  2.639  5.341
H  -2.739  0.928  7.090
H  -1.900  -1.314  6.499
H  -1.423  -1.871  4.130
H  1.076  -1.387  1.804
H  3.284  -0.325  1.397
H  3.421  2.092  0.928
H  1.370  3.473  0.882
H  -0.839  2.422  1.271

Entry 2:
Here is C25H21Br2N3OOsS3 as an isolated structure in a non-equilibrium geometry from the OMol25 dataset. Energies are from wB97M-V/def2-TZVPD.

Computed properties:
Orbital gap (alpha / beta) (eV): 5.1 / 5.1
E_LUMO (alpha / beta) (eV): -1.883 / -1.884
2S+1: 1

CARTESIAN COORDINATES (ANGSTROEM)
Os  -0.631  0.335  -1.583
Br  0.613  5.226  -1.254
C  1.708  3.703  -1.188
C  3.096  3.869  -0.996
C  3.933  2.793  -0.938
Br  5.780  3.075  -0.663
C  3.431  1.472  -1.076
C  4.198  0.286  -1.056
C  3.588  -0.925  -1.217
C  2.196  -0.984  -1.396
N  1.459  0.102  -1.409
C  2.046  1.332  -1.259
C  1.166  2.450  -1.312
O  -0.145  2.230  -1.479
H  3.488  4.871  -0.894
H  5.267  0.353  -0.915
H  4.155  -1.844  -1.211
H  1.669  -1.920  -1.531
C  -1.809  -3.762  0.694
C  -0.569  -3.173  0.025
C  0.187  -2.264  0.955
C  1.163  -2.782  1.804
C  1.819  -1.976  2.720
C  1.510  -0.628  2.804
C  0.544  -0.063  1.978
C  0.263  1.417  2.068
C  -0.570  1.786  3.293
C  -0.106  -0.904  1.072
N  -1.080  -0.327  0.178
C  -2.331  -0.016  0.662
C  -3.178  0.607  -0.183
C  -4.527  1.105  -0.140
C  -4.770  1.654  -1.352
C  -3.577  1.493  -2.147
N  -2.656  0.874  -1.475
H  -2.342  -4.411  0.001
H  -2.497  -2.970  0.993
H  -1.545  -4.336  1.584
H  -0.890  -2.643  -0.872
H  0.100  -3.974  -0.297
H  1.401  -3.837  1.737
H  2.577  -2.399  3.365
H  2.036  0.007  3.507
H  -0.236  1.775  1.167
H  1.224  1.940  2.114
H  -1.565  1.340  3.245
H  -0.692  2.866  3.369
H  -0.098  1.432  4.210
H  -2.567  -0.311  1.676
H  -5.196  1.045  0.701
H  -5.680  2.124  -1.686
H  -3.419  1.787  -3.173
S  -1.806  -3.425  -4.426
C  -2.100  -2.215  -3.326
S  -3.396  -2.114  -2.269
S  -0.640  -1.145  -3.198

Entry 3:
Here is C25H21Br3N4O8 as an isolated structure in a non-equilibrium geometry from the OMol25 dataset. Energies are from wB97M-V/def2-TZVPD.

Computed properties:
Orbital gap (eV): 8.9
E_LUMO (eV): -1.010
2S+1: 1

CARTESIAN COORDINATES (ANGSTROEM)
C  2.530  -0.363  -1.290
Br  4.097  -1.434  -0.621
Br  2.516  -0.063  -3.336
Br  2.483  1.290  -0.291
H  1.697  -0.976  -0.946
C  2.275  -0.959  4.009
C  1.644  -0.753  5.290
C  0.717  0.275  5.482
C  0.450  1.128  4.415
C  1.007  0.889  3.145
C  1.905  -0.220  2.941
N  -0.363  2.319  4.704
O  -0.262  3.194  3.852
O  -1.128  2.305  5.653
H  2.982  -1.769  3.905
H  1.631  -1.491  6.079
H  0.211  0.302  6.436
H  0.519  1.423  2.343
H  2.415  -0.265  1.990
C  -1.151  -0.111  -0.536
C  -1.975  0.416  0.399
C  -3.026  1.199  0.029
C  -3.243  1.630  -1.299
C  -2.365  1.048  -2.290
C  -1.362  0.150  -1.890
N  -4.239  2.624  -1.669
O  -5.163  2.823  -0.848
O  -4.125  3.180  -2.736
H  -0.350  -0.643  -0.045
H  -1.898  0.168  1.448
H  -3.678  1.593  0.795
H  -2.381  1.360  -3.324
H  -0.737  -0.193  -2.702
C  1.818  -5.391  3.860
C  2.408  -4.434  3.055
C  1.797  -3.990  1.956
C  0.472  -4.391  1.717
C  -0.127  -5.273  2.595
C  0.593  -5.906  3.629
N  -0.278  -3.806  0.551
O  0.303  -3.215  -0.315
O  -1.447  -4.147  0.367
H  2.423  -5.696  4.701
H  3.403  -4.037  3.186
H  2.235  -3.357  1.199
H  -1.132  -5.651  2.489
H  0.102  -6.785  4.020
C  -0.072  2.732  -6.996
C  0.796  2.292  -6.011
C  0.596  2.684  -4.691
C  -0.359  3.636  -4.275
C  -1.179  4.044  -5.305
C  -1.007  3.673  -6.632
N  -0.600  4.037  -2.818
O  0.189  3.593  -2.035
O  -1.559  4.651  -2.551
H  -0.035  2.341  -8.002
H  1.542  1.552  -6.259
H  1.213  2.168  -3.970
H  -2.014  4.709  -5.140
H  -1.714  3.888  -7.419

Entry 4:
Here is C25H21Cl3O2PRh as an isolated structure in a non-equilibrium geometry from the OMol25 dataset. Energies are from wB97M-V/def2-TZVPD.

Computed properties:
Orbital gap (alpha / beta) (eV): 6.2 / 6.0
E_LUMO (alpha / beta) (eV): 0.073 / -2.911
2S+1: 5

CARTESIAN COORDINATES (ANGSTROEM)
C  -0.875  -1.766  3.635
C  -0.735  -2.073  2.240
C  0.655  -2.173  1.932
H  -1.535  -2.190  1.509
C  1.405  -1.915  3.127
C  0.459  -1.688  4.197
H  0.710  -1.438  5.231
H  -1.829  -1.634  4.154
H  1.073  -2.403  0.946
H  2.494  -1.901  3.188
Rh  0.214  -0.358  2.737
Cl  2.158  0.938  1.791
P  0.259  0.041  -0.639
C  1.477  -1.065  -1.389
C  1.157  -1.852  -2.509
H  0.140  -1.836  -2.906
C  2.152  -2.633  -3.100
H  1.912  -3.201  -4.000
C  3.445  -2.654  -2.562
H  4.229  -3.229  -3.056
C  3.740  -1.929  -1.399
H  4.743  -1.955  -0.966
C  2.761  -1.144  -0.801
H  2.946  -0.575  0.117
C  -1.389  -0.461  -1.219
C  -1.814  -1.807  -1.100
H  -1.140  -2.566  -0.687
C  -3.103  -2.155  -1.503
H  -3.420  -3.199  -1.460
C  -3.981  -1.178  -1.993
H  -4.966  -1.463  -2.366
C  -3.589  0.166  -2.019
H  -4.263  0.936  -2.397
C  -2.315  0.534  -1.590
H  -2.012  1.582  -1.535
C  0.588  1.716  -1.227
C  1.147  1.895  -2.501
H  1.412  1.009  -3.087
C  1.331  3.194  -2.979
H  1.712  3.323  -3.992
C  0.998  4.295  -2.180
H  1.122  5.305  -2.573
C  0.506  4.106  -0.877
H  0.263  4.963  -0.246
C  0.289  2.818  -0.391
H  -0.083  2.624  0.624
Cl  -1.772  0.977  5.355
C  -1.334  2.307  4.249
Cl  0.437  2.506  4.132
C  -1.890  2.049  2.820
O  -2.847  2.754  2.524
O  -1.271  1.177  2.082
H  -1.766  3.224  4.656

Number 3 is which compound? C25H21Br3N4O8

What is the 2S+1 in the first record? 1

Look up the 2S+1 of the fourth one. 5